CH7OS | wB97M-V/def2-TZVPD

The HOMO energy is -0.5524 Ha. The total energy is -14024.01262 eV. For the LUMO energy, the calculation gives -4.9 eV. Its net charge is +1. As for the energy relative to the best compared isomer or geometry (same formula, charge and spin): 36.07 kcal/mol. The molar mass is 67.13 Da. For the orbital gap, the calculation gives 10.096 eV.

Geometry as XYZ:
```
10
Properties=species:S:1:pos:R:3:forces:R:3:mulliken_charge:R:1
O 0.05006 1.45149 -1.93145 0.10 -0.97 -0.64 -0.617
H 0.46427 0.81174 0.61849 -0.06 0.10 -0.12 0.199
H -0.55709 1.27115 -2.67805 0.10 0.27 0.27 0.397
H 0.84818 1.85062 -2.33008 -0.12 -0.21 0.19 0.401
C -0.18846 -1.24065 1.67453 -0.65 -0.13 -0.14 -0.716
S 0.00772 -0.31561 0.07036 -0.25 0.60 1.71 -0.099
H -0.79543 -0.57567 2.29193 0.14 0.19 -0.29 0.332
H 0.79502 -1.35890 2.11157 -0.02 -0.54 -0.17 0.323
H -0.81986 -2.11268 1.48772 0.70 -0.13 -0.01 0.319
H 0.19559 0.21851 -1.31502 0.06 0.82 -0.79 0.461
```
Forces are in eV/Å.

CH7OS2 | wB97M-V/def2-TZVPD

The HOMO energy is -0.5495 Ha. The total energy is -24856.45684 eV. For the LUMO energy, the calculation gives -9.8 eV. Its net charge is +1. As for the energy relative to the best compared isomer or geometry (same formula, charge and spin): 102.68 kcal/mol. The molar mass is 99.20 Da. For the orbital gap, the calculation gives 5.111 eV.

Geometry as XYZ:
```
11
Properties=species:S:1:pos:R:3:forces:R:3:mulliken_charge:R:1
O -3.22052 -0.51455 1.67055 0.23 0.30 -0.09 -0.528
H 0.56813 0.43831 0.46914 -1.39 1.68 -0.02 0.115
H -2.35417 -0.17636 1.41428 -0.41 -0.41 0.14 0.291
H -3.49861 0.04847 2.40186 -0.13 -0.12 0.09 0.355
C 1.99883 -0.65765 -1.39190 0.09 1.51 -0.14 -0.735
S 1.63296 -0.51207 0.35037 0.69 -1.16 -0.23 0.225
S -0.79871 1.26350 0.66388 0.77 -0.52 0.01 -0.013
H 2.66439 -1.51183 -1.47656 -0.20 -0.64 0.12 0.327
H 2.60244 0.19341 -1.69863 -0.05 0.11 0.00 0.348
H 1.12518 -0.71575 -2.04544 0.02 -0.56 0.28 0.346
H -0.71992 2.14451 -0.35754 0.38 -0.19 -0.15 0.268
```
Forces are in eV/Å.